Model A:
Formula: C3H12NSi
Source: the OMol25 dataset
Level of theory: wB97M-V/def2-TZVPD

Geometry as XYZ:
```
17
Properties=species:S:1:pos:R:3
C 2.236 -0.890 -0.185
Si 0.654 0.037 0.468
C 0.630 1.951 0.207
C -0.963 -0.782 -0.531
N -2.384 -0.185 0.033
H 3.047 -0.289 -0.698
H 2.690 -1.595 0.648
H 1.937 -1.578 -1.040
H 0.248 -0.654 1.826
H -0.242 2.486 0.659
H 1.539 2.312 0.584
H 0.547 2.126 -0.897
H -1.027 -1.031 -1.574
H -0.962 -1.879 -0.135
H -3.213 -0.566 -0.366
H -2.238 -0.378 1.038
H -2.501 0.917 -0.039
```

SMILES = C[SiH](C)C[NH3+]
Kohn-Sham gap = 11.22 eV
E_HOMO = -0.55012 Eh
Molecular weight = 90.22 g mol⁻¹
Charge = +1

Löwdin atomic charge list, values in e, 2 entries:
1. C -0.24
2. Si 0.68


Model B:
Formula: C3H12NSi
Source: the OMol25 dataset
Level of theory: wB97M-V/def2-TZVPD

Geometry as XYZ:
```
17
Properties=species:S:1:pos:R:3
C 0.766 -1.441 -0.118
C 1.861 0.766 0.085
C -0.623 0.635 0.367
N 0.558 0.075 -0.267
Si -2.445 -0.003 -0.035
H 0.966 -1.743 0.865
H -0.121 -2.002 -0.495
H 1.675 -1.715 -0.698
H 2.264 0.527 1.048
H 2.490 0.470 -0.710
H 1.705 1.805 0.041
H -0.601 1.957 -0.349
H -0.560 0.788 1.424
H 0.603 0.208 -1.233
H -2.605 0.502 -1.375
H -3.473 0.526 0.871
H -2.461 -1.357 0.580
```

Kohn-Sham gap = 11.47 eV
E_HOMO = -0.55120 Eh
Molecular weight = 90.22 g mol⁻¹
Charge = +1

Löwdin atomic charge list, values in e, 2 entries:
1. C 0.02
2. C 0.02


How far above the most stable structure does each one sit? In hartree: model A 0.0000; model B 0.0756.